Density functional theory data (the ωB97M-V functional and the def2-TZVPD basis) for a structure of composition C27H26F5N4O5PrS2 at a distorted geometry.

Geometry as ORCA input:
```
! RIJCOSX wB97M-V def2-TZVPD def2/J DEFGRID3
* xyz -2 3
Pr 0.162 -0.350 -0.332
O 3.865 -1.570 -2.086
C 2.853 -1.794 -1.440
O 1.663 -1.347 -1.708
C 2.930 -2.688 -0.202
C 1.610 -3.439 0.033
C 1.788 -4.597 1.013
C 1.947 -3.843 2.356
C 1.820 -2.388 1.913
O 0.869 -2.491 0.830
C 3.100 -1.933 1.174
C 3.211 -0.408 1.140
O 4.227 0.136 1.552
O 2.153 0.223 0.725
H 3.765 -3.370 -0.359
H 1.051 -3.664 -0.870
H 0.888 -5.212 1.033
H 2.647 -5.218 0.751
H 1.126 -4.087 3.030
H 2.904 -4.029 2.849
H 1.427 -1.711 2.666
H 3.993 -2.282 1.691
C 0.972 5.279 1.256
C 1.075 4.719 -0.112
N 1.385 5.373 -1.185
N 1.342 4.419 -2.170
C 1.029 3.181 -1.737
S 0.970 1.747 -2.570
N 0.825 3.401 -0.398
N 0.478 2.383 0.481
H 1.273 6.323 1.232
H 1.616 4.728 1.944
H -0.051 5.212 1.630
H 1.648 4.631 -3.102
H -0.169 2.700 1.190
H 1.317 1.940 0.872
F -6.067 2.754 -2.646
C -5.093 1.828 -2.567
C -3.928 2.084 -1.870
F -3.763 3.273 -1.267
C -2.949 1.117 -1.802
F -1.836 1.437 -1.105
C -3.039 -0.136 -2.400
S -1.783 -1.337 -2.303
C -4.236 -0.347 -3.096
F -4.451 -1.511 -3.725
C -5.236 0.600 -3.181
F -6.363 0.337 -3.868
C -3.496 0.155 1.450
C -2.369 -0.068 2.432
C -2.648 0.628 3.741
C -0.931 -0.112 1.918
C -1.656 -1.405 2.460
C -1.227 -2.019 3.762
C -1.251 -3.369 3.984
C -1.669 -4.327 3.029
C -2.061 -3.797 1.769
C -2.059 -2.468 1.474
H -3.621 1.229 1.244
H -4.449 -0.223 1.845
H -3.326 -0.350 0.500
H -2.771 1.710 3.577
H -1.838 0.492 4.457
H -3.570 0.260 4.208
H -0.262 0.259 2.714
H -0.843 -1.365 4.539
H -0.909 -3.720 4.958
H -1.692 -5.387 3.247
H -2.350 -4.486 0.975
H -2.315 -2.166 0.464
*
```

As for the total energy: -93946.892 eV. Its max |F| is 0.0212 hartree/bohr. The value obtained for the energy above the lowest of the compared OMol25 structures with the same formula, charge and spin is 21.64 kcal/mol. Its frontier orbital gap (alpha / beta) is 0.113 / 0.113 Ha.

Atom charges from the Mulliken analysis, given in e for atoms 1 to 8: Pr -0.1268; O -0.7855; C -0.0984; O -0.6285; C 0.1490; C -0.4902; C -1.2206; C -0.7439